Arrangement A

The following is a DFT calculation (the ωB97M-V functional and the def2-TZVPD basis) of a cluster of 2 separate species, C7H12N2O in total.

As for the SMILES: Cc1cn[nH]c1.C=C(C)O. Its HOMO energy is -8.682 eV. Its orbital gap is 9.22 eV. The LUMO energy comes out at 0.54 eV.

The geometry in ORCA input format:
```
! wB97M-V def2-TZVPD RIJCOSX def2/J DEFGRID3
* xyz 0 1
C -0.3036 2.5329 1.3948
C 0.1581 2.3219 -0.0572
C 0.0974 3.1471 -1.1726
N 0.2447 2.4969 -2.3534
N 0.7358 1.2965 -1.9808
C 0.6686 1.0793 -0.6066
H -1.4088 2.8126 1.5022
H 0.0315 1.5773 1.8550
H 0.2638 3.3410 1.9834
H -0.4129 4.0946 -1.2020
H 1.0592 0.6293 -2.6067
H 0.8881 0.1622 -0.1551
C 0.5970 -4.4040 0.0153
C 0.4842 -3.0878 0.1877
C 0.2222 -2.5376 1.5218
O 0.8527 -2.0553 -0.6916
H 0.4153 -5.0742 0.8810
H 0.8522 -4.7677 -0.9278
H 0.1518 -1.4247 1.5073
H 1.0724 -2.9678 2.2042
H -0.7287 -3.0345 1.9407
H 1.1526 -2.4887 -1.4562
*
```

***

Arrangement B

The following is a DFT calculation (the ωB97M-V functional and the def2-TZVPD basis) of a cluster of 2 separate species, C7H12N2O in total.

Its HOMO energy (spin up / spin down) is -6.637 / -6.636 eV. Its orbital gap (spin up / spin down) is 7.41 / 7.41 eV. The LUMO energy (spin up / spin down) comes out at 0.77 / 0.77 eV.

The geometry in ORCA input format:
```
! wB97M-V def2-TZVPD RIJCOSX def2/J DEFGRID3
* xyz 0 1
C -2.4663 1.3890 0.5438
C -2.3259 0.0026 0.1571
C -0.6822 1.3315 -0.7755
C -1.3143 -2.5165 -1.2126
C 2.7048 0.3787 -0.4465
C -0.7744 -1.1520 -1.3164
C 2.5472 0.6116 0.8385
N -1.5366 2.1113 -0.0256
N -1.2413 -0.0877 -0.7199
O 3.1949 1.6719 1.5437
H -3.3882 1.7390 1.1962
H -3.0365 -0.7524 0.2567
H 0.2630 1.1166 -0.3952
H -1.8806 -2.6963 -2.1620
H -0.5121 -3.1766 -1.1304
H -1.9799 -2.6745 -0.3732
H 3.2260 1.1728 -1.0816
H 2.2533 -0.3700 -1.0691
H -0.7147 1.7104 -1.8596
H -0.0108 -1.1115 -2.0543
H 1.8423 0.1082 1.5237
H 3.7973 1.9737 0.8286
*
```

***

Which of them is the most stable? Correct choice: arrangement A.

***

Arrangement A

The following is a DFT calculation (the ωB97M-V functional and the def2-TZVPD basis) of an isolated molecule of C3H6.

As for the SMILES: C=CC. Its HOMO energy is -9.620 eV. Its orbital gap is 10.92 eV. The LUMO energy comes out at 1.30 eV.

The geometry in ORCA input format:
```
! wB97M-V def2-TZVPD RIJCOSX def2/J DEFGRID3
* xyz 0 1
C 0.5486 -1.1494 -0.6057
C -0.2110 -0.0590 -0.5064
C -0.3301 0.8072 0.6816
H 0.6852 -1.5921 -1.6096
H 1.1999 -1.6035 0.1351
H -0.8287 0.2663 -1.3321
H 0.2863 1.7789 0.6079
H -1.3318 1.1767 1.0076
H -0.0185 0.3749 1.6214
*
```

***

Arrangement B

The following is a DFT calculation (the ωB97M-V functional and the def2-TZVPD basis) of an isolated molecule of C3H6.

As for the SMILES: C=CC. Its HOMO energy is -8.571 eV. Its orbital gap is 9.61 eV. The LUMO energy comes out at 1.04 eV.

The geometry in ORCA input format:
```
! wB97M-V def2-TZVPD RIJCOSX def2/J DEFGRID3
* xyz 0 1
C -1.4878 -0.2807 -0.1972
C -0.1823 0.2361 0.5016
C 0.9494 0.0691 -0.3647
H -2.3498 -0.3920 0.5107
H -1.4855 -0.7284 -1.1796
H -0.0321 0.5802 1.4418
H 1.3445 -0.9385 -0.2913
H 1.7769 0.7466 -0.0541
H 0.7546 0.1254 -1.4087
*
```

***

Which of them is the most stable? Correct choice: arrangement A.